w.
This record from the OMol25 dataset describes the molecule C6H15N. The level of theory is ωB97M-V/def2-TZVPD.

The geometry in ORCA input format:
```
! wB97M-V def2-TZVPD RIJCOSX def2/J DEFGRID3
* xyz 0 1
H 0.850 -0.899 -1.452
H 0.972 -1.568 1.009
C -1.378 -0.527 -0.378
H 2.368 0.457 -2.172
H -2.911 0.611 0.893
H 2.956 0.735 -0.774
H 2.357 -0.381 1.147
H 0.959 1.254 1.414
H -0.171 -0.020 1.997
H 2.329 -1.899 0.073
H -1.404 -0.801 -1.451
C -0.044 0.860 1.309
H -2.783 1.111 -0.764
N 2.053 0.724 -1.233
H -3.608 -0.499 -0.348
C -2.739 0.218 -0.113
C 1.118 -0.206 -0.636
C -0.191 0.478 -0.135
H -0.409 1.310 -0.994
C 1.773 -1.028 0.486
H -0.870 1.431 1.772
H -1.227 -1.359 0.350
*
```

Calculated values
* SMILES: CC[C@@H](C)[C@H](C)N
* orbital gap: 10.22 eV
* E_LUMO: 1.1 eV
* HOMO: -0.3361 Eh

x.
This record from the OMol25 dataset describes the molecule C6H15N. The level of theory is ωB97M-V/def2-TZVPD.

The geometry in ORCA input format:
```
! wB97M-V def2-TZVPD RIJCOSX def2/J DEFGRID3
* xyz 0 1
H -2.160 1.756 -0.331
H -1.051 2.975 -0.335
H 2.161 1.127 -0.548
H 1.422 -1.596 -0.652
H 0.224 -1.282 2.104
C -1.106 1.913 -0.060
H -1.199 -2.641 -1.157
C 0.013 -0.375 1.537
C -0.206 -2.858 -0.764
C -0.170 -0.458 0.025
H 0.316 -3.534 -1.445
C 1.305 1.732 -0.235
H 0.688 0.404 1.877
N 0.420 -1.521 -0.741
H 0.060 0.993 -1.715
H -0.943 -0.022 1.927
H -1.137 1.774 1.001
H -0.292 -3.261 0.260
H 1.488 1.753 0.825
H -1.283 -0.557 -0.163
C -0.007 1.008 -0.612
H 1.457 2.669 -0.798
*
```

Calculated values
* SMILES: CN[C@@H](C)C(C)C
* orbital gap: 9.53 eV
* E_LUMO: 1.1 eV
* HOMO: -0.3094 Eh

Q: Which of them is the least stable? A: x.

w.
This record from the OMol25 dataset describes a cluster of 2 separate species, C4H12O3 in total. The level of theory is ωB97M-V/def2-TZVPD.

The geometry in ORCA input format:
```
! wB97M-V def2-TZVPD RIJCOSX def2/J DEFGRID3
* xyz 1 2
C 1.259 -0.786 -0.621
H 0.097 -0.840 2.601
C -1.058 0.762 1.649
H 1.118 0.267 1.740
H -1.686 0.466 0.798
H 2.238 -1.078 -0.214
H 1.373 0.289 -0.849
H -0.882 0.298 -2.846
C 0.221 -1.210 0.405
C 0.220 -0.339 1.632
H -0.741 -1.082 -0.102
O -1.031 0.868 -2.079
H -1.598 0.768 2.586
O 1.120 -1.499 -1.829
H 0.205 -2.284 0.597
H -0.276 2.162 0.573
O -0.521 1.970 1.505
H -0.143 1.221 -1.954
H 0.350 -2.091 -1.850
*
```

Calculated values
* orbital gap (spin up / spin down): 10.83 / 4.90 eV
* E_LUMO (spin up / spin down): -3.5 / -9.4 eV
* HOMO (spin up / spin down): -0.5278 / -0.5272 Eh

x.
This record from the OMol25 dataset describes a cluster of 3 separate species, C4H12O3 in total. The level of theory is ωB97M-V/def2-TZVPD.

The geometry in ORCA input format:
```
! wB97M-V def2-TZVPD RIJCOSX def2/J DEFGRID3
* xyz 1 2
H 2.388 -0.468 1.996
H 1.696 -1.048 -1.178
O -1.390 -0.870 1.135
O -1.366 1.850 -2.725
H -3.705 0.026 -1.087
H 0.511 0.636 -0.039
H 1.926 -2.088 0.193
H 1.897 1.309 1.819
H 0.324 -1.825 -0.805
C 1.195 -1.433 -0.272
H -0.304 -0.331 2.625
H -2.395 -0.081 -0.317
C -0.357 -0.428 1.522
H 2.822 0.462 0.564
C 2.068 0.351 1.346
H -1.723 1.109 -2.233
H -1.587 2.602 -2.148
O -2.866 0.461 -0.943
C 0.863 -0.233 0.549
*
```

Calculated values
* orbital gap (spin up / spin down): 7.44 / 3.68 eV
* E_LUMO (spin up / spin down): -6.3 / -10.0 eV
* HOMO (spin up / spin down): -0.5041 / -0.5038 Eh

Q: Which of them is the least stable? A: w.

w.
This record from the OMol25 dataset describes the molecule C3H4ClN3O. The level of theory is ωB97M-V/def2-TZVPD.

The geometry in ORCA input format:
```
! wB97M-V def2-TZVPD RIJCOSX def2/J DEFGRID3
* xyz 0 1
C -0.298 0.940 -0.765
H -0.159 -0.310 -3.362
C -0.225 0.705 0.590
O -0.135 -0.721 0.805
H 1.206 -2.723 -1.228
H 1.189 0.451 -2.376
N 0.539 -0.427 -2.558
Cl -0.364 1.513 2.003
C 0.125 -1.249 -0.368
N -0.147 -0.287 -1.343
N 0.704 -2.377 -0.255
H -0.263 1.883 -1.175
*
```

Calculated values
* SMILES: [H]/N=c1/oc(Cl)cn1N
* orbital gap: 8.67 eV
* E_LUMO: 0.5 eV
* HOMO: -0.2991 Eh

x.
This record from the OMol25 dataset describes the molecule C3H4ClN3O. The level of theory is ωB97M-V/def2-TZVPD.

The geometry in ORCA input format:
```
! wB97M-V def2-TZVPD RIJCOSX def2/J DEFGRID3
* xyz 0 1
H -2.643 -1.661 0.028
C 1.061 -0.445 -0.026
N -0.636 0.894 -0.490
H -0.132 -2.006 0.700
C 0.753 0.860 -0.108
H 2.224 1.923 0.334
Cl 2.740 -0.913 -0.193
H -1.189 1.637 0.249
N 0.000 -1.325 -0.197
N -2.328 -0.687 -0.060
O 1.239 2.122 -0.043
C -1.091 -0.399 -0.195
*
```

Calculated values
* SMILES: [H]/N=c1/[nH]c(O)c(Cl)[nH]1
* orbital gap: 8.53 eV
* E_LUMO: 0.3 eV
* HOMO: -0.3012 Eh

Q: Which of them is the least stable? A: w.

w.
This record from the OMol25 dataset describes the molecule C7H8N2O. The level of theory is ωB97M-V/def2-TZVPD.

The geometry in ORCA input format:
```
! wB97M-V def2-TZVPD RIJCOSX def2/J DEFGRID3
* xyz 0 1
N -0.033 0.035 -1.195
H -1.361 -2.248 -3.241
C 1.199 1.134 2.651
H -0.402 -0.614 -3.768
H 2.764 1.908 1.664
C -0.593 -1.075 -1.535
C 0.329 0.415 0.230
H -1.205 -0.876 1.252
H -0.773 0.094 3.390
C -0.391 -0.026 1.216
N 1.440 1.101 0.282
C -1.119 -1.185 -2.961
H -2.215 -0.723 -3.171
H 1.438 1.572 3.689
C -0.011 0.366 2.488
C 1.867 1.431 1.522
O -0.914 -2.013 -0.776
H -0.018 0.704 -1.737
*
```

Calculated values
* SMILES: CC(=O)Nc1ccccn1
* orbital gap: 10.10 eV
* E_LUMO: 0.7 eV
* HOMO: -0.3472 Eh

x.
This record from the OMol25 dataset describes a cluster of 3 separate species, C7H8N2O in total. The level of theory is ωB97M-V/def2-TZVPD.

The geometry in ORCA input format:
```
! wB97M-V def2-TZVPD RIJCOSX def2/J DEFGRID3
* xyz 0 1
C -0.854 2.615 1.518
H 0.388 1.062 1.860
C -3.723 3.553 3.419
C -4.385 2.366 3.067
C -2.213 3.146 1.592
H -3.041 1.750 0.178
C -2.572 3.906 2.721
H -6.355 1.550 3.288
H -1.805 4.514 3.203
H -1.805 0.456 2.047
O -0.836 0.566 2.024
N 0.357 2.650 1.535
C -3.240 2.312 1.096
H -5.790 2.456 4.703
C -5.474 1.773 3.908
H -4.051 4.125 4.286
N -3.991 1.659 1.992
H -5.134 0.829 4.357
*
```

Calculated values
* orbital gap: 8.37 eV
* E_LUMO: -0.8 eV
* HOMO: -0.3388 Eh

Q: Which of them is the least stable? A: x.